The following is a DFT calculation (ωB97M-V/def2-TZVPD) of a single C2H4N2OS molecule.

Structure (XYZ):
```
10
C2H4N2OS (ωB97M-V/def2-TZVPD)
N -0.01564 0.88674 -1.74912
N 0.47690 0.34562 -0.57781
C -0.41851 -0.27806 0.11113
C -0.01242 -0.87006 1.37158
O 1.27333 -0.59536 1.62234
S -0.99403 -1.71715 2.31488
H -0.98735 1.19542 -1.65284
H 0.64207 1.53165 -2.18896
H -1.56924 -0.38045 -0.07788
H 1.60488 -0.11835 0.82669
```

## Properties
Energy ... -661.49635 Ha
SMILES ... N/N=C/C(O)=S
E_HOMO ... -8.96 eV
Relative energy (zero: lowest compared OMol25 entry of this formula, charge and spin) ... 55.97 kcal/mol
M ... 104.1 u
Orbital gap ... 8.456 eV